[1]
This record from the Open Molecules 2025 dataset describes one molecule with the formula CH2N2O3 in a non-equilibrium geometry. The level of theory is the ωB97M-V functional and the def2-TZVPD basis.

Summary:
* E_LUMO: -0.0307 Ha
* HOMO level: -10.0 eV
* spin multiplicity: 1
* Kohn-Sham gap: 9.20 eV
* relative energy (zero: lowest compared OMol25 entry of this formula, charge and spin): 99.18 kcal per mole
* structure (SMILES): O=NC[N+](=O)[O-]
* E_tot: -10185.795 eV

Bonds (Å) are listed after each position.
Positions of all 8 atoms, in Å:
1 O -1.241 1.120 1.719  N2 1.167
2 N -1.124 0.881 0.584  O1 1.167, C3 1.701
3 C 0.293 -0.004 0.266  N2 1.701, N4 1.456, H7 1.094, H8 1.061
4 N 0.185 -0.562 -1.075  C3 1.456, O5 1.216, O6 1.198
5 O 0.889 0.024 -1.875  N4 1.216
6 O -0.491 -1.537 -1.240  N4 1.198
7 H 1.177 0.617 0.439  C3 1.094
8 H 0.312 -0.540 1.182  C3 1.061

***

[2]
This record from the Open Molecules 2025 dataset describes a 2-piece molecular cluster, C6H16 overall in a non-equilibrium geometry. The level of theory is the ωB97M-V functional and the def2-TZVPD basis.

Summary:
* E_LUMO (spin up / spin down): -0.1096 / -0.3755 Ha
* net charge: +1
* HOMO level (spin up / spin down): -15.6 / -15.4 eV
* spin multiplicity: 2
* Kohn-Sham gap (spin up / spin down): 12.57 / 5.14 eV
* relative energy (zero: lowest compared OMol25 entry of this formula, charge and spin): 7.10 kcal per mole
* expectation value of S²: 0.75
* E_tot: -6470.558 eV

Bonds (Å) are listed after each position.
Positions of all 22 atoms, in Å:
1 C -0.927 -0.732 -0.616  C2 1.520, C3 1.514, C4 1.524, H5 1.188
2 C -0.353 0.070 -1.772  C1 1.520, H6 1.089, H7 1.090, H14 1.108
3 C -1.624 0.071 0.461  C1 1.514, H8 1.101, H9 1.091, H10 1.090
4 C -1.556 -2.087 -0.922  C1 1.524, H11 1.087, H12 1.090, H13 1.092
5 H 0.091 -0.966 -0.051  C1 1.188
6 H 0.646 -0.252 -2.062  C2 1.089
7 H -0.302 1.136 -1.546  C2 1.090
8 H -2.648 0.347 0.164  C3 1.101
9 H -1.672 -0.437 1.426  C3 1.091
10 H -0.950 0.915 0.601  C3 1.090
11 H -0.884 -2.711 -1.505  C4 1.087
12 H -1.699 -2.591 0.034  C4 1.090
13 H -2.541 -1.965 -1.377  C4 1.092
14 H -1.098 0.022 -2.589  C2 1.108
15 C 2.373 0.690 0.874  C16 1.494, H17 1.085, H18 1.122, H19 1.102
16 C 1.523 1.639 1.654  C15 1.494, H20 1.090, H21 1.091, H22 1.091
17 H 3.234 0.254 1.371  C15 1.085
18 H 1.878 -0.221 0.443  C15 1.122
19 H 2.690 1.053 -0.117  C15 1.102
20 H 2.112 2.505 1.953  C16 1.090
21 H 1.002 1.178 2.494  C16 1.091
22 H 0.703 2.081 1.085  C16 1.091

***

[3]
This record from the Open Molecules 2025 dataset describes a 11-piece molecular cluster, C35H60O19 overall in a non-equilibrium geometry. The level of theory is the ωB97M-V functional and the def2-TZVPD basis.

Summary:
* E_LUMO: 0.0070 Ha
* HOMO level: -9.6 eV
* spin multiplicity: 1
* Kohn-Sham gap: 9.80 eV
* structure (SMILES): O=C1CCCO1.O=C1CCCO1.O=C1CCCO1.O=C1CCCO1.O=C1CCCO1.O=C1CCCO1.O=C1CCCO1.O=C1CCCO1.CO.CO.CO
* E_tot: -76170.735 eV

Bonds (Å) are listed after each position.
Positions of all 114 atoms, in Å:
1 O -4.765 -2.829 -0.558  C2 1.214
2 C -3.628 -3.051 -0.922  O1 1.214, C3 1.538, O6 1.314
3 C -2.908 -2.390 -2.110  C2 1.538, C4 1.531, H7 1.088, H8 1.097
4 C -1.666 -3.266 -2.295  C3 1.531, C5 1.597, H9 1.094, H10 1.094
5 C -1.473 -3.926 -0.854  C4 1.597, O6 1.477, H11 1.083, H12 1.086
6 O -2.860 -3.948 -0.346  C2 1.314, C5 1.477
7 H -3.584 -2.387 -2.963  C3 1.088
8 H -2.706 -1.337 -1.878  C3 1.097
9 H -1.774 -4.052 -3.047  C4 1.094
10 H -0.750 -2.753 -2.603  C4 1.094
11 H -1.159 -4.958 -0.950  C5 1.083
12 H -0.901 -3.433 -0.073  C5 1.086
13 O 1.684 -3.587 0.381  C14 1.185
14 C 1.504 -4.037 1.462  O13 1.185, C15 1.501, O18 1.372
15 C 2.449 -4.718 2.409  C14 1.501, C16 1.503, H19 1.092, H20 1.097
16 C 1.505 -5.486 3.292  C15 1.503, C17 1.544, H21 1.077, H22 1.083
17 C 0.232 -4.613 3.326  C16 1.544, O18 1.450, H23 1.089, H24 1.101
18 O 0.233 -4.087 1.975  C14 1.372, C17 1.450
19 H 3.126 -5.255 1.741  C15 1.092
20 H 2.958 -3.924 2.971  C15 1.097
21 H 1.281 -6.436 2.836  C16 1.077
22 H 1.850 -5.693 4.296  C16 1.083
23 H -0.671 -5.208 3.451  C17 1.089
24 H 0.240 -3.800 4.069  C17 1.101
25 O 0.328 -0.507 -3.806  C26 1.208
26 C 1.070 -1.456 -3.713  O25 1.208, C27 1.489, O30 1.300
27 C 1.172 -2.607 -4.651  C26 1.489, C28 1.515, H31 1.099, H32 1.076
28 C 2.457 -3.294 -4.234  C27 1.515, C29 1.544, H33 1.081, H34 1.091
29 C 2.596 -2.842 -2.765  C28 1.544, O30 1.460, H35 1.081, H36 1.086
30 O 1.865 -1.580 -2.692  C26 1.300, C29 1.460
31 H 0.334 -3.276 -4.408  C27 1.099
32 H 1.029 -2.240 -5.653  C27 1.076
33 H 2.495 -4.371 -4.327  C28 1.081
34 H 3.306 -2.891 -4.787  C28 1.091
35 H 2.011 -3.406 -2.053  C29 1.081
36 H 3.608 -2.657 -2.415  C29 1.086
37 O -2.717 1.089 -0.180  C38 1.207
38 C -1.548 0.794 -0.110  O37 1.207, C39 1.467, O42 1.379
39 C -0.436 1.352 -0.888  C38 1.467, C40 1.511, H43 1.092, H44 1.084
40 C 0.826 0.853 -0.222  C39 1.511, C41 1.552, H45 1.089, H46 1.086
41 C 0.364 -0.473 0.438  C40 1.552, O42 1.461, H47 1.104, H48 1.093
42 O -1.070 -0.267 0.630  C38 1.379, C41 1.461
43 H -0.538 0.977 -1.908  C39 1.092
44 H -0.616 2.421 -0.899  C39 1.084
45 H 1.684 0.665 -0.865  C40 1.089
46 H 1.147 1.593 0.506  C40 1.086
47 H 0.396 -1.375 -0.197  C41 1.104
48 H 0.762 -0.771 1.411  C41 1.093
49 O 0.210 3.886 1.639  C50 1.236
50 C -0.254 4.710 0.842  O49 1.236, C51 1.486, O54 1.325
51 C 0.434 5.747 0.031  C50 1.486, C52 1.538, H55 1.084, H56 1.094
52 C -0.667 6.615 -0.601  C51 1.538, C53 1.596, H57 1.079, H58 1.085
53 C -1.862 5.557 -0.630  C52 1.596, O54 1.500, H59 1.088, H60 1.101
54 O -1.541 4.661 0.530  C50 1.325, C53 1.500
55 H 1.208 6.214 0.629  C51 1.084
56 H 0.996 5.173 -0.712  C51 1.094
57 H -0.972 7.417 0.053  C52 1.079
58 H -0.415 6.900 -1.617  C52 1.085
59 H -2.856 5.941 -0.409  C53 1.088
60 H -1.975 4.885 -1.495  C53 1.101
61 O 4.906 3.887 -4.745  C62 1.211
62 C 4.032 3.482 -4.012  O61 1.211, C63 1.504, O66 1.343
63 C 3.738 3.941 -2.610  C62 1.504, C64 1.534, H67 1.085, H68 1.081
64 C 2.904 2.798 -2.018  C63 1.534, C65 1.515, H69 1.099, H70 1.095
65 C 2.182 2.336 -3.267  C64 1.515, O66 1.469, H71 1.082, H72 1.094
66 O 3.174 2.501 -4.337  C62 1.343, C65 1.469
67 H 4.691 4.084 -2.111  C63 1.085
68 H 3.267 4.912 -2.667  C63 1.081
69 H 3.584 2.002 -1.685  C64 1.099
70 H 2.282 3.062 -1.157  C64 1.095
71 H 1.983 1.273 -3.306  C65 1.082
72 H 1.278 2.871 -3.570  C65 1.094
73 O -4.460 -1.131 5.945  C74 1.214
74 C -3.930 -1.356 4.876  O73 1.214, C75 1.496, O78 1.341
75 C -2.834 -2.322 4.552  C74 1.496, C76 1.567, H79 1.090, H80 1.079
76 C -2.358 -1.865 3.131  C75 1.567, C77 1.558, H81 1.095, H82 1.102
77 C -3.689 -1.257 2.593  C76 1.558, O78 1.455, H83 1.080, H84 1.084
78 O -4.346 -0.716 3.772  C74 1.341, C77 1.455
79 H -2.088 -2.400 5.343  C75 1.090
80 H -3.248 -3.311 4.436  C75 1.079
81 H -1.547 -1.130 3.134  C76 1.095
82 H -2.019 -2.697 2.494  C76 1.102
83 H -3.633 -0.390 1.950  C77 1.080
84 H -4.380 -1.961 2.146  C77 1.084
85 O 3.099 -1.529 4.780  C86 1.241
86 C 2.499 -0.459 4.594  O85 1.241, C87 1.491, O90 1.350
87 C 2.481 0.720 5.506  C86 1.491, C88 1.528, H91 1.099, H92 1.069
88 C 1.602 1.774 4.834  C87 1.528, C89 1.542, H93 1.091, H94 1.083
89 C 1.192 1.100 3.508  C88 1.542, O90 1.433, H95 1.085, H96 1.093
90 O 1.699 -0.240 3.529  C86 1.350, C89 1.433
91 H 2.072 0.319 6.444  C87 1.099
92 H 3.476 1.026 5.750  C87 1.069
93 H 0.746 2.090 5.433  C88 1.091
94 H 2.131 2.703 4.661  C88 1.083
95 H 0.122 1.045 3.341  C89 1.085
96 H 1.625 1.574 2.624  C89 1.093
97 C -4.841 3.418 -1.430  O98 1.430, H99 1.078, H100 1.091, H101 1.094
98 O -5.934 4.198 -0.939  C97 1.430, H102 0.957
99 H -5.194 2.404 -1.532  C97 1.078
100 H -4.495 3.790 -2.396  C97 1.091
101 H -4.090 3.304 -0.644  C97 1.094
102 H -6.633 3.565 -0.773  O98 0.957
103 C 4.043 -1.080 0.737  O104 1.432, H105 1.090, H106 1.102, H107 1.095
104 O 4.512 0.250 0.486  C103 1.432, H108 0.968
105 H 3.433 -1.431 -0.094  C103 1.090
106 H 4.851 -1.809 0.915  C103 1.102
107 H 3.399 -1.004 1.619  C103 1.095
108 H 5.331 0.153 -0.022  O104 0.968
109 C -2.987 1.228 -3.814  O110 1.429, H111 1.081, H112 1.094, H113 1.096
110 O -2.518 2.563 -4.016  C109 1.429, H114 0.955
111 H -2.186 0.669 -3.350  C109 1.081
112 H -3.877 1.173 -3.179  C109 1.094
113 H -3.099 0.710 -4.774  C109 1.096
114 H -2.994 2.904 -4.771  O110 0.955

***

spin multiplicity of number 2 (C6H16)? 2